DFT (wB97M-V/def2-TZVPD) results for 2 unconnected molecules or ions with the total composition C6H10N2O2 at a distorted geometry.

As for the net charge: 0. For the HOMO energy, the calculation gives -10.18 eV. The calculation puts the electronic energy at -494.52224 hartree. As for the SMILES: NC(=O)C#CC[C@H]1CN1.O.

Each line ends with the natural charge from an NBO analysis.
CARTESIAN COORDINATES (ANGSTROEM)
N1 1.766 4.208 -0.211  -0.83
C1 1.486 3.077 -0.996  0.61
O1 0.530 2.338 -0.789  -0.55
C2 2.200 3.042 -2.273  -0.12
C3 3.107 2.877 -3.064  0.07
C4 4.419 2.775 -3.710  -0.50
C5 5.514 2.359 -2.749  -0.07
C6 6.904 2.837 -2.895  -0.25
N2 6.056 3.339 -1.812  -0.62
H1 1.042 4.581 0.389  0.41
H2 2.571 4.785 -0.413  0.40
H3 4.357 2.041 -4.527  0.25
H4 4.667 3.746 -4.167  0.23
H5 5.363 1.371 -2.305  0.22
H6 7.731 2.200 -2.579  0.21
H7 7.120 3.518 -3.721  0.20
H8 5.726 4.283 -2.000  0.36
O2 5.286 2.515 0.775  -0.98
H9 4.389 2.957 0.861  0.46
H10 5.633 2.821 -0.097  0.49

***

DFT (wB97M-V/def2-TZVPD) results for a single C6H10N2O2 molecule at a distorted geometry.

As for the net charge: 0. For the HOMO energy (alpha / beta), the calculation gives -6.43 / -6.43 eV. The calculation puts the electronic energy at -494.33081 hartree. As for the SMILES: CC1=C([NH3+])C=CN([O-])[C@H]1O.

Each line ends with the natural charge from an NBO analysis.
CARTESIAN COORDINATES (ANGSTROEM)
C1 0.557 2.065 -0.382  -0.66
C2 -0.116 0.955 0.263  -0.19
C3 0.784 -0.512 -0.017  0.01
N1 2.259 -0.338 -0.040  -0.72
C4 0.123 -1.717 -0.323  -0.37
C5 -1.231 -1.626 -0.545  -0.10
N2 -2.018 -0.562 -0.218  0.07
O1 -3.119 -0.376 -0.936  -0.57
C6 -1.393 0.519 0.741  0.16
O2 -1.339 -0.054 2.025  -0.72
H1 -0.106 2.937 -0.228  0.26
H2 0.946 1.840 -1.414  0.19
H3 1.410 2.161 0.351  0.19
H4 2.723 -0.690 -0.888  0.42
H5 2.554 -0.694 0.796  0.43
H6 2.269 0.755 -0.158  0.46
H7 0.714 -2.639 -0.541  0.22
H8 -1.708 -2.271 -1.301  0.23
H9 -2.180 1.193 0.799  0.21
H10 -1.129 -0.946 2.019  0.47

***

DFT (wB97M-V/def2-TZVPD) results for 2 unconnected molecules or ions with the total composition C6H10N2O4S at a distorted geometry.

As for the net charge: 0. For the HOMO energy, the calculation gives -8.46 eV. The calculation puts the electronic energy at -1043.16700 hartree.

Each line ends with the natural charge from an NBO analysis.
CARTESIAN COORDINATES (ANGSTROEM)
C1 -2.009 0.978 1.799  -0.39
C2 -0.726 1.167 1.336  0.10
C3 -2.634 -0.286 1.566  0.64
C4 -0.648 -1.054 0.383  0.10
C5 1.165 1.093 -1.414  -0.63
C6 1.184 0.416 0.002  -0.22
N1 -1.948 -1.183 0.684  -0.67
N2 -0.103 0.110 0.719  -0.44
O1 0.805 -2.022 -1.690  -0.95
O2 -3.743 -0.524 1.956  -0.57
O3 -1.158 -3.329 -0.939  -0.87
O4 -1.487 -1.276 -2.145  -0.92
S1 -0.574 -1.917 -1.279  2.31
H1 -2.639 1.613 2.368  0.25
H2 -0.129 1.943 1.545  0.21
H3 0.333 -2.096 1.031  -0.02
H4 1.691 0.336 -2.034  0.23
H5 0.225 1.297 -1.771  0.22
H6 1.867 1.875 -1.382  0.21
H7 1.750 0.982 0.678  0.20
H8 1.621 -0.537 -0.238  0.24
H9 -2.281 -2.117 0.394  0.43
H10 -0.359 -3.881 -0.949  0.53

***

DFT (wB97M-V/def2-TZVPD) results for a single C6H10N2O5 molecule at a distorted geometry.

As for the net charge: 0. For the HOMO energy, the calculation gives -9.97 eV. The calculation puts the electronic energy at -720.39484 hartree. As for the SMILES: NCC(=O)N[C@@H](CC(=O)O)C(=O)O.

Each line ends with the natural charge from an NBO analysis.
CARTESIAN COORDINATES (ANGSTROEM)
N1 -3.826 1.092 -1.518  -0.80
C1 -2.772 1.281 -0.445  -0.34
C2 -1.472 0.617 -0.757  0.66
O1 -1.159 0.336 -1.916  -0.63
N2 -0.740 0.259 0.368  -0.61
C3 0.528 -0.409 0.344  -0.15
C4 1.739 0.413 -0.174  -0.52
C5 3.007 -0.418 -0.208  0.80
O2 4.058 -0.080 0.262  -0.58
O3 2.872 -1.638 -0.825  -0.70
C6 0.722 -1.036 1.718  0.79
O4 -0.107 -0.962 2.611  -0.60
O5 1.913 -1.636 1.922  -0.67
H1 -4.113 0.077 -1.441  0.35
H2 -3.316 1.085 -2.388  0.37
H3 -3.226 1.057 0.518  0.21
H4 -2.535 2.331 -0.375  0.21
H5 -1.012 0.656 1.247  0.41
H6 0.415 -1.248 -0.378  0.26
H7 1.840 1.330 0.385  0.24
H8 1.520 0.786 -1.135  0.26
H9 3.715 -2.106 -0.676  0.50
H10 1.948 -1.788 2.862  0.50

***

DFT (wB97M-V/def2-TZVPD) results for a single C6H10N2O5 molecule at a distorted geometry.

As for the net charge: 0. For the HOMO energy, the calculation gives -10.25 eV. The calculation puts the electronic energy at -720.03812 hartree. As for the SMILES: COC1[C@](C)([N+](=O)[O-])[C@@]1(C)[N+](=O)[O-].

Each line ends with the natural charge from an NBO analysis.
CARTESIAN COORDINATES (ANGSTROEM)
C1 2.016 -2.146 -0.286  -0.25
O1 1.064 -1.397 0.423  -0.51
C2 0.077 -0.704 -0.257  0.08
C3 0.118 0.756 -0.501  0.12
C4 -0.238 1.479 -1.766  -0.67
N1 1.114 1.533 0.292  0.50
O2 1.601 2.612 -0.087  -0.39
O3 1.507 1.007 1.307  -0.36
C5 -1.080 -0.115 0.580  0.11
C6 -1.036 0.011 2.103  -0.64
N2 -2.282 -0.007 -0.122  0.49
O4 -2.270 -0.395 -1.273  -0.40
O5 -3.269 0.540 0.398  -0.38
H1 2.962 -1.529 -0.139  0.19
H2 1.685 -2.398 -1.306  0.18
H3 2.225 -3.029 0.266  0.19
H4 -0.219 -1.293 -1.165  0.23
H5 -0.913 0.837 -2.234  0.26
H6 0.720 1.836 -2.187  0.27
H7 -0.886 2.383 -1.500  0.24
H8 -1.211 0.941 2.523  0.24
H9 0.005 -0.202 2.412  0.27
H10 -1.692 -0.722 2.518  0.24

***

DFT (wB97M-V/def2-TZVPD) results for a single C6H10N2S2 molecule at a distorted geometry.

As for the net charge: 0. For the HOMO energy, the calculation gives -8.77 eV. The calculation puts the electronic energy at -1140.34517 hartree. As for the SMILES: CCS(=N)(=N)c1cccs1.

Each line ends with the natural charge from an NBO analysis.
CARTESIAN COORDINATES (ANGSTROEM)
C1 -1.331 1.202 -0.901  -0.63
C2 -1.299 -0.304 -1.194  -0.60
S1 -0.520 -1.293 0.271  1.81
N1 -1.077 -0.760 1.594  -1.17
N2 -0.130 -2.762 -0.059  -1.14
C3 1.088 -0.641 0.403  -0.46
C4 1.650 0.112 1.354  -0.21
C5 2.946 0.502 1.048  -0.26
C6 3.410 -0.012 -0.136  -0.38
S2 2.144 -0.798 -0.991  0.46
H1 -1.659 1.518 0.188  0.22
H2 -0.284 1.548 -1.032  0.22
H3 -2.118 1.621 -1.456  0.22
H4 -0.627 -0.359 -2.136  0.25
H5 -2.362 -0.557 -1.269  0.23
H6 -2.040 -0.496 1.543  0.37
H7 -0.850 -3.401 -0.336  0.37
H8 1.117 0.306 2.193  0.24
H9 3.354 1.139 1.843  0.23
H10 4.274 0.029 -0.722  0.23

***

DFT (wB97M-V/def2-TZVPD) results for a gas-phase ion, C6H10N3 (charge +1) at a distorted geometry.

As for the net charge: +1. For the HOMO energy, the calculation gives -14.72 eV. The calculation puts the electronic energy at -398.59845 hartree. As for the SMILES: CN1CC[NH+]=C1CC#N.

Each line ends with the natural charge from an NBO analysis.
CARTESIAN COORDINATES (ANGSTROEM)
C1 -0.754 1.204 -1.497  -0.43
N1 -0.020 0.686 -0.352  -0.32
C2 1.295 1.255 0.138  -0.21
C3 1.512 0.475 1.436  -0.23
N2 0.623 -0.654 1.203  -0.51
C4 -0.248 -0.435 0.269  0.57
C5 -1.328 -1.371 -0.174  -0.57
C6 -1.096 -2.810 -0.392  0.24
N3 -0.856 -3.909 -0.599  -0.20
H1 -0.564 0.810 -2.449  0.24
H2 -1.794 1.301 -1.343  0.23
H3 -0.256 2.214 -1.344  0.24
H4 1.022 2.287 0.416  0.23
H5 2.044 1.246 -0.548  0.23
H6 2.612 0.108 1.429  0.24
H7 1.283 0.999 2.303  0.23
H8 0.486 -1.212 1.985  0.43
H9 -2.139 -1.368 0.619  0.31
H10 -1.819 -0.826 -1.098  0.29

***

DFT (wB97M-V/def2-TZVPD) results for a gas-phase ion, C6H10N3 (charge +1) at a distorted geometry.

As for the net charge: +1. For the HOMO energy (alpha / beta), the calculation gives -14.15 / -14.00 eV. The calculation puts the electronic energy at -398.39632 hartree.

Each line ends with the natural charge from an NBO analysis.
CARTESIAN COORDINATES (ANGSTROEM)
C1 -0.070 -0.216 0.368  0.14
C2 -1.100 0.766 0.525  0.53
C3 -0.626 -0.212 -1.893  -0.27
C4 -1.970 0.335 -1.487  -0.27
C5 0.873 -0.323 1.524  -0.19
C6 2.157 -0.907 1.181  -0.64
N1 0.183 -0.404 -0.855  -0.22
N2 -1.808 1.254 -0.431  -0.49
N3 1.001 1.012 1.743  -0.36
H1 -0.808 -1.150 -2.316  0.27
H2 -0.099 0.365 -2.659  0.25
H3 -2.464 0.710 -2.346  0.25
H4 -2.529 -0.506 -1.162  0.22
H5 0.540 -0.861 2.531  0.23
H6 2.422 -0.789 0.033  0.25
H7 2.287 -1.921 1.425  0.25
H8 3.141 -0.461 1.556  0.27
H9 -2.214 2.091 -0.463  0.44
H10 1.082 1.217 2.725  0.35